# 1
97
Properties=species:S:1:pos:R:3:forces:R:3 method="wB97M-V/def2-TZVPD" spin_multiplicity=1 homo_ev=-13.7 largest_force_ev_per_a=1.44 homo_lumo_gap_ha=0.2494 total_charge=+2 total_energy_ev=-182323.7910
Ti -1.003787 0.064741 1.058734 0.5 1.0 0.3
C -0.863794 6.482841 2.070127 0.0 0.0 0.0
C 0.160679 5.374339 2.245142 0.0 0.0 0.0
N -0.453237 4.134558 2.738166 -0.1 0.0 0.0
C -0.868980 3.151915 1.935254 0.0 0.1 0.0
S -1.880140 1.879711 2.606394 0.0 -0.2 -0.1
N -0.493956 3.092331 0.679548 0.0 0.0 0.0
N -1.138940 1.998640 0.124872 0.0 0.2 -0.2
C -1.753330 2.109967 -0.988854 -0.1 0.1 0.1
C -1.722836 3.300279 -1.880121 0.0 0.0 0.0
C -2.727879 1.021967 -1.188770 0.0 0.0 0.0
C -3.583987 0.948741 -2.266815 0.0 0.0 0.0
C -4.681153 0.098195 -2.188941 0.0 0.0 0.0
C -4.902505 -0.602176 -1.018458 0.0 0.0 0.0
C -3.971488 -0.510224 0.005667 0.0 0.0 0.0
N -2.881662 0.246230 -0.091307 0.2 0.0 -0.1
H -0.374460 7.394061 1.728191 0.0 0.0 0.0
H -1.364909 6.707539 3.012178 0.0 0.0 0.0
H -1.619676 6.201802 1.336055 0.0 0.0 0.0
H 0.933577 5.663190 2.956847 0.0 0.0 0.0
H 0.647300 5.137580 1.301605 0.0 0.0 0.0
H -0.879922 4.161551 3.652428 0.1 0.0 0.0
H -2.735135 3.651146 -2.082372 0.0 0.0 0.0
H -1.264541 3.026688 -2.834422 0.0 0.0 0.0
H -1.144050 4.099502 -1.428787 0.0 0.0 0.0
H -3.415212 1.565778 -3.137844 0.0 0.0 0.0
H -5.373334 0.023223 -3.016834 0.0 0.0 0.0
H -5.781124 -1.216478 -0.883970 0.0 0.0 0.0
H -4.112202 -1.042108 0.931957 0.0 0.0 0.0
N 1.090115 0.935175 1.964514 0.0 -0.3 -0.3
N 1.828220 0.585437 3.110102 -0.2 0.2 0.3
C 1.852623 -0.717044 3.514123 0.0 0.0 0.0
N 2.785661 -1.046944 4.401664 -0.1 0.0 0.0
N 0.896379 -1.447349 2.982347 -0.2 0.1 0.2
N 0.831377 -2.783866 3.303326 0.7 -0.3 -1.2
O 1.733154 -3.340075 3.910193 -0.2 0.1 0.5
O -0.091467 -3.374724 2.782899 -0.4 0.0 0.6
H 1.593776 0.656670 1.122143 0.1 0.0 0.0
H 1.005633 1.946320 1.949539 0.0 0.0 0.0
H 2.625522 1.166834 3.315219 0.1 0.0 -0.1
H 3.457218 -0.377202 4.734090 0.0 0.0 0.0
H 2.827804 -2.011608 4.698367 0.0 0.0 0.0
O 0.572956 0.257132 -0.472700 -0.3 -0.1 -0.1
P 1.527667 0.000145 -1.650802 0.0 0.0 0.1
C 0.685333 -0.801460 -3.017555 0.0 0.0 0.0
C 1.357057 -1.045670 -4.218514 0.0 0.0 0.0
C 0.702950 -1.667114 -5.267290 0.0 0.0 0.0
C -0.625872 -2.051502 -5.132022 0.0 0.0 0.0
C -1.298701 -1.810347 -3.945279 0.0 0.0 0.0
C -0.646274 -1.185631 -2.891904 0.0 0.0 0.0
C 2.954656 -0.970864 -1.180974 0.1 0.0 -0.1
C 3.197042 -2.249005 -1.669110 -0.1 -0.1 0.1
C 4.330397 -2.939469 -1.262201 0.0 0.0 0.0
C 5.215960 -2.358694 -0.368743 0.0 0.0 0.0
C 4.980881 -1.077076 0.119276 0.0 0.0 0.0
C 3.859522 -0.381425 -0.293456 0.0 0.0 0.0
C 2.232355 1.555337 -2.214365 0.0 0.0 0.0
C 3.315114 1.546195 -3.097794 0.0 0.0 0.0
C 3.852161 2.738362 -3.550306 0.0 0.0 0.0
C 3.329478 3.948926 -3.110784 0.0 0.0 0.0
C 2.280058 3.962809 -2.205871 0.0 0.0 0.0
C 1.731387 2.768718 -1.757167 0.0 0.0 -0.1
H 2.392814 -0.761401 -4.343070 0.0 0.0 0.0
H 1.231364 -1.856031 -6.191747 0.0 0.0 0.0
H -1.130592 -2.543939 -5.952375 0.0 0.0 0.0
H -2.329215 -2.121307 -3.831253 0.0 0.0 0.0
H -1.172414 -1.019672 -1.964318 0.0 0.0 0.0
H 2.497247 -2.720538 -2.345587 0.0 0.0 0.0
H 4.516217 -3.935034 -1.641536 0.0 0.0 0.0
H 6.100246 -2.898837 -0.057971 0.0 0.0 0.0
H 5.686497 -0.618391 0.799318 0.0 0.0 0.0
H 3.705666 0.638657 0.047778 0.0 0.0 0.0
H 3.766861 0.612657 -3.408516 0.0 0.0 0.0
H 4.689184 2.725122 -4.235030 0.0 0.0 0.0
H 3.754778 4.879147 -3.463029 0.0 0.0 0.0
H 1.889246 4.905116 -1.843374 0.0 0.0 0.0
H 0.934866 2.788884 -1.031433 0.0 0.0 0.0
Se -1.674735 -0.467535 4.351519 -0.2 0.3 0.1
N -2.065278 -0.983249 2.639277 -0.1 -0.4 0.4
C -2.663916 -2.192153 2.739522 0.1 0.1 -0.1
C -3.116490 -3.047621 1.694301 0.0 -0.1 0.0
C -3.716974 -4.227207 2.009632 0.0 0.0 0.0
C -3.928105 -4.661540 3.351774 0.0 0.0 0.1
C -3.506820 -3.895488 4.381328 0.0 -0.1 0.0
C -2.859416 -2.656087 4.095032 0.0 0.0 0.1
N -2.381947 -1.882092 5.050915 0.0 -0.1 0.0
H -2.950424 -2.799659 0.664139 0.0 0.0 0.0
H -4.036103 -4.873740 1.201784 0.0 0.0 0.0
H -4.412832 -5.610416 3.533079 0.0 0.0 0.0
H -3.622909 -4.187800 5.415347 0.0 0.0 0.0
F -0.320540 -4.870968 0.348727 0.0 0.0 0.0
C -0.480081 -3.860991 -0.493636 0.0 0.0 0.0
F 0.308928 -4.058089 -1.555328 0.0 0.0 0.0
F -1.747994 -3.857897 -0.928230 0.0 0.0 -0.1
C -0.078503 -2.524606 0.188201 -0.2 0.0 -0.3
O 1.060957 -2.354256 0.500289 0.1 -0.1 -0.3
O -1.079055 -1.659534 0.297846 0.3 -0.4 0.1



# 2
82
Properties=species:S:1:pos:R:3:forces:R:3 method="wB97M-V/def2-TZVPD" spin_multiplicity=5 homo_ev="-13.1 / -14.0" largest_force_ev_per_a=2.81 homo_lumo_gap_ha="0.2353 / 0.2087" total_charge=+2 total_energy_ev=-73692.9178
Ru 1.047896 -0.539848 0.477820 0.5 -1.4 1.7
C 0.297849 -1.453563 -3.292906 0.2 0.7 -1.3
C -0.257892 -0.233430 -3.391936 0.5 -0.5 -0.7
C -1.712647 0.047831 -3.511493 -0.6 -0.1 0.6
C -2.585517 -0.932591 -2.668755 -0.9 -0.2 -0.1
C -2.026937 -1.275538 -1.290494 -0.6 -0.4 0.3
C -1.181656 -2.287344 -1.015642 -1.1 0.0 -0.4
C -0.948706 -3.357276 -2.052221 0.6 -0.2 -0.2
C -0.397221 -2.786615 -3.396009 0.0 -0.5 -0.3
C 0.130863 0.729414 2.887258 0.7 -0.2 -0.7
H 1.393252 -1.509599 -3.400323 -0.7 0.1 0.2
H 0.389295 0.640057 -3.536133 -0.2 -0.5 0.1
H -2.022977 0.044946 -4.568335 0.0 -0.2 0.3
H -1.927869 1.068540 -3.173936 0.1 -0.1 0.0
H -3.594632 -0.480930 -2.550675 0.6 -0.2 0.0
H -2.771416 -1.851602 -3.250159 0.2 0.3 0.3
H -2.517490 -0.736389 -0.467914 0.6 -0.2 -0.4
H -0.798781 -2.472552 -0.005531 -0.5 -0.1 -0.3
H -1.891197 -3.921690 -2.245555 0.5 0.5 0.2
H -0.255501 -4.101063 -1.637836 0.0 0.1 -0.2
H 0.341841 -3.490364 -3.811883 -0.3 0.1 0.2
H -1.199117 -2.754784 -4.153812 0.3 0.1 0.4
H 1.051185 0.205817 2.547154 -0.2 0.6 0.9
H -0.042107 0.665333 3.985980 0.1 -0.2 -0.9
H 0.165852 1.765409 2.537131 0.4 0.0 0.4
P 0.975459 1.384370 -0.684124 1.2 1.6 -2.0
P -1.290005 0.109896 1.960401 -1.5 0.3 2.1
C -0.825232 1.567991 -0.563081 -1.4 -0.6 0.9
C -1.625243 1.053060 0.433628 0.9 0.9 -1.5
C 1.441787 3.094208 -1.129853 -0.2 0.8 0.6
C 0.933322 3.722937 -2.292018 0.2 -0.2 0.1
C 1.360631 5.010316 -2.634230 0.0 -0.3 0.2
C 2.223625 5.708799 -1.781873 -0.1 -0.2 0.2
C 2.605846 5.159022 -0.551639 -0.1 -0.1 -0.3
C 2.219883 3.853965 -0.230094 0.0 -0.2 -0.2
C 2.117301 0.334861 -1.837904 -0.8 0.0 0.0
C 2.358839 -0.985947 -1.331564 -0.2 0.3 -0.6
C 3.502466 -1.683670 -1.773251 -0.6 -0.2 -0.4
C 4.057715 -1.331023 -3.000200 0.3 0.0 0.6
C 3.717753 -0.110013 -3.588881 -0.3 0.3 0.0
C 2.873866 0.795773 -2.916391 0.0 0.0 0.4
C -2.519850 0.838852 3.071190 -0.3 0.1 -0.5
C -2.474767 2.236446 3.161145 0.1 -0.2 -0.1
C -3.261597 2.891084 4.089421 0.0 -0.2 -0.2
C -4.142156 2.134378 4.865920 0.1 0.0 0.2
C -4.175807 0.741171 4.789224 0.0 0.2 0.0
C -3.349752 0.082076 3.886673 0.1 0.2 -0.1
C -1.398024 -1.693469 2.186088 -0.1 -0.2 -0.8
C -0.199111 -2.347205 2.501022 0.2 0.5 -0.2
C -0.170396 -3.708744 2.757071 0.0 0.1 -0.3
C -1.354759 -4.433841 2.663534 0.3 0.0 0.4
C -2.580301 -3.799327 2.437588 0.0 0.4 -0.2
C -2.598556 -2.443395 2.102074 0.1 0.3 0.1
H -1.289643 2.299642 -1.228251 0.0 -0.3 0.0
H -2.701935 1.304239 0.419117 0.6 0.0 0.0
H 0.204166 3.219167 -2.935800 0.4 0.0 0.1
H 1.018494 5.464378 -3.569090 0.1 -0.2 0.4
H 2.583499 6.695625 -2.066186 -0.2 -0.2 0.1
H 3.202845 5.752342 0.148394 -0.2 -0.3 -0.3
H 2.520346 3.407398 0.719550 0.1 0.1 -0.3
H 1.519491 -1.688951 -0.980269 0.8 0.3 -0.5
H 3.838212 -2.538662 -1.198215 -0.2 -0.2 -0.5
H 4.771650 -2.009572 -3.472379 -0.1 0.4 0.2
H 4.119556 0.146693 -4.572862 0.0 0.0 0.4
H 2.781485 1.837465 -3.233564 0.0 -0.4 -0.1
H -1.806332 2.795620 2.505964 -0.2 0.0 0.2
H -3.164199 3.970719 4.179229 -0.3 -0.2 0.1
H -4.788087 2.647811 5.562450 0.0 0.0 0.1
H -4.825239 0.156003 5.434024 0.0 0.2 -0.1
H -3.340565 -0.997412 3.801330 -0.1 0.2 0.3
H 0.746781 -1.795170 2.485823 -0.3 -0.3 0.6
H 0.792918 -4.142829 3.022002 -0.4 -0.2 -0.2
H -1.304601 -5.506969 2.782633 -0.2 0.0 0.2
H -3.519867 -4.352613 2.553398 0.5 0.2 -0.4
H -3.533935 -1.957731 1.793040 0.4 -0.3 0.3
F 3.002856 1.138991 2.223860 -0.3 -0.9 -0.4
C 2.986420 0.120365 1.277357 1.9 0.2 0.5
F 3.877010 0.588200 0.312357 -0.7 -0.5 0.7
C 3.648562 -1.129328 1.937901 1.5 0.2 1.0
F 4.900266 -0.902466 2.394107 -1.1 -0.1 -0.5
F 2.916103 -1.510820 3.033401 0.2 0.1 -1.1
F 3.734432 -2.176874 1.067010 -0.6 0.8 0.8



# 3
91
Properties=species:S:1:pos:R:3:forces:R:3 method="wB97M-V/def2-TZVPD" spin_multiplicity=2 homo_ev=-1.5 largest_force_ev_per_a=1.25 homo_lumo_gap_ha=0.2090 total_charge=-2 total_energy_ev=-113842.7069
Yb 0.046200 -0.577469 0.043697 -0.2 0.4 0.5
C -0.030000 3.167631 -1.779603 0.1 0.1 -0.1
N -1.156800 2.280231 -1.969903 0.0 0.1 -0.2
C -2.320500 2.912831 -1.381803 -0.3 0.1 0.1
C -3.603700 2.085531 -1.350603 0.3 -0.1 0.1
C -3.401100 0.688631 -0.736303 -0.4 0.1 -0.3
N -2.425400 0.737031 0.318297 0.0 -0.4 0.4
C -2.865000 0.898631 1.509697 -0.3 0.1 -0.6
C -2.061000 1.212831 2.644297 0.9 0.1 0.4
C -2.668300 1.357431 3.898097 -0.1 0.0 -0.1
C -1.959900 1.729931 5.012297 -0.2 0.0 0.3
C -0.584700 1.963131 4.891597 -0.1 0.1 0.0
C 0.045900 1.836431 3.685397 0.1 0.0 -0.3
C -0.643300 1.433531 2.498197 -0.8 0.3 0.9
O -0.034100 1.309931 1.390897 0.5 -0.7 -0.9
C -1.392000 1.936431 -3.356703 0.0 0.0 -0.3
C -0.180300 1.411531 -4.131303 0.0 -0.1 0.3
C 0.646100 0.336731 -3.401103 0.2 0.4 -0.4
N -0.181800 -0.602669 -2.680003 0.0 -0.4 0.1
C -0.543000 -1.638469 -3.344503 0.3 0.5 -0.1
C -1.475900 -2.641369 -2.946103 -0.4 -0.4 0.7
C -1.785200 -3.666569 -3.848703 0.0 0.2 0.0
C -2.770800 -4.587569 -3.592603 0.0 -0.3 -0.2
C -3.480100 -4.496769 -2.389103 0.0 0.0 -0.1
C -3.173900 -3.541269 -1.461303 0.0 0.2 0.2
C -2.126500 -2.587669 -1.662903 -0.1 -0.3 -0.7
O -1.839200 -1.729669 -0.775903 0.5 0.3 0.5
H -0.186200 4.150931 -2.269203 -0.1 0.0 0.0
H 0.880900 2.720631 -2.157803 0.0 0.0 0.0
H 0.103400 3.318731 -0.710303 0.1 0.0 0.1
H -2.548700 3.871631 -1.907303 0.1 -0.1 0.1
H -2.051000 3.149831 -0.352003 0.0 0.1 0.0
H -4.025400 1.982231 -2.354403 -0.1 0.0 0.0
H -4.325300 2.652831 -0.752103 0.0 0.0 0.0
H -3.038900 0.008531 -1.505803 -0.1 0.0 0.1
H -4.388000 0.330031 -0.379003 0.3 -0.1 -0.1
H -3.957900 0.856431 1.703697 0.2 0.1 -0.1
H -3.733600 1.166231 3.978997 -0.1 0.0 0.0
H -2.453100 1.827631 5.972197 0.0 0.0 0.0
H -0.012800 2.224131 5.774497 0.1 0.0 0.0
H 1.112200 1.984131 3.598497 0.1 0.0 0.0
H -1.787900 2.816231 -3.921203 0.0 -0.2 0.1
H -2.156900 1.157531 -3.374803 -0.1 0.1 0.0
H 0.485600 2.239031 -4.389603 0.0 0.0 0.0
H -0.562700 1.003931 -5.075703 0.0 0.0 0.1
H 1.299200 0.805531 -2.669303 0.1 0.0 -0.2
H 1.273700 -0.170369 -4.157403 -0.1 0.0 0.2
H -0.145200 -1.783069 -4.368103 0.0 0.1 0.1
H -1.229000 -3.712769 -4.780803 0.0 0.0 0.0
H -2.997500 -5.371869 -4.304603 0.0 0.0 0.0
H -4.283700 -5.199969 -2.196203 0.0 0.0 0.1
H -3.714400 -3.492869 -0.524703 0.0 0.0 0.1
F 1.468700 -3.145369 5.526897 0.0 -0.1 -0.3
C 0.275700 -2.553369 5.704597 0.2 0.0 0.7
F -0.325100 -3.325169 6.664697 -0.3 -0.2 0.0
F 0.517400 -1.389369 6.340697 0.0 0.2 -0.1
C -0.578300 -2.426269 4.490897 -0.3 -0.1 -0.1
C -1.826400 -3.004769 4.476497 0.1 0.0 -0.1
C -2.620100 -2.864969 3.343997 0.0 0.0 -0.1
C -2.105600 -2.139469 2.279797 -0.5 -0.3 0.0
N -0.914600 -1.571769 2.261197 0.1 0.1 -0.1
C -0.105800 -1.700769 3.353897 0.2 0.0 0.2
S 1.404900 -0.995969 3.327697 0.6 0.2 0.2
H -2.181800 -3.565669 5.331097 0.0 0.0 0.0
H -3.596900 -3.320569 3.283697 -0.1 0.0 0.0
H -2.690000 -2.013669 1.376897 0.0 0.0 -0.1
C 5.015000 4.821631 -2.137203 -0.2 0.2 -0.1
O 5.784700 3.757031 -1.659103 -0.1 -0.6 0.3
C 5.127600 2.631331 -1.179403 0.2 0.1 -0.1
C 5.984800 1.646831 -0.663103 0.3 0.1 0.0
C 5.448000 0.506431 -0.123203 0.1 0.1 0.0
C 4.072500 0.263031 -0.090603 -0.5 0.1 0.0
C 3.476500 -0.898269 0.539097 -0.3 -0.1 -0.1
C 4.319600 -1.972869 1.193797 -0.2 0.1 -0.1
O 2.254700 -1.047269 0.584997 0.7 -0.2 -0.2
C 3.172300 1.225531 -0.687003 0.2 -0.3 0.0
O 1.928100 1.043431 -0.812203 -0.4 0.1 0.0
C 3.775100 2.431531 -1.188303 -0.2 0.4 -0.2
H 5.723500 5.600631 -2.428003 -0.1 0.0 0.0
H 4.344000 5.214631 -1.366503 0.0 0.0 0.0
H 4.420000 4.535831 -3.011903 0.0 0.0 0.0
H 7.049600 1.823831 -0.689603 0.1 0.0 0.0
H 6.135700 -0.219569 0.286697 0.0 -0.1 0.0
H 5.386300 -1.785069 1.182097 0.1 0.0 0.0
H 4.101900 -2.915369 0.695897 -0.1 -0.1 0.0
H 3.964300 -2.069969 2.217897 -0.1 0.0 0.1
H 3.091500 3.174731 -1.572503 0.0 0.1 -0.1
F 1.576300 -3.699569 0.710497 -0.4 0.2 -0.1
C 0.539300 -3.041669 0.054597 0.7 -0.8 -0.3
F -0.209500 -4.130469 -0.398603 0.0 0.5 0.3
F 1.203600 -2.643369 -1.182403 0.0 -0.1 -0.3